(1)
ORCA calculation (ωB97M-V/def2-TZVPD) on a cluster of 2 separate species, CH4O2P2 in total.

Energy above the lowest of the compared OMol25 structures with the same formula, charge and spin ... 80.7 kcal per mole
E ... -23771.6624 eV
Orbital gap ... 6.406 eV
Multiplicity ... 1

Atoms and positions in Å:
C  0.05537  -0.09796  0.35029
O  -4.35022  -0.71538  0.49341
O  -2.85752  1.24409  0.29086
P  -2.97062  -0.25223  0.19000
P  -0.21146  1.57257  -0.15078
H  0.10782  -0.19100  1.49841
H  -1.08090  -0.63379  0.24444
H  0.92130  -0.44771  -0.15584
H  -0.35628  1.11848  -1.41421

Results of the Löwdin charge analysis, in e, for atoms 1 through 2: -0.528 -0.449

***

(2)
ORCA calculation (ωB97M-V/def2-TZVPD) on a cluster of 4 separate species, C21H64ClN9O4P4Si in total.

SMILES ... C[C@H](Cl)C[SiH2][PH2]=O.CN(C)P(=O)(N(C)C)N(C)C.CN(C)P(=O)(N(C)C)N(C)C.CN(C)P(=O)(N(C)C)N(C)C
E ... -101970.8678 eV
Orbital gap ... 8.718 eV
Multiplicity ... 1

Atoms and positions in Å:
C  -2.85763  4.29486  -3.93435
C  -2.35109  3.90184  -5.32939
Cl  -3.50441  2.72957  -6.05554
C  -0.91105  3.40121  -5.35622
Si  -0.54504  1.86528  -4.30727
P  -1.43362  -0.00153  -5.23616
O  -0.38790  -1.05541  -5.39018
H  -3.46392  3.49901  -3.49775
H  -3.54262  5.14112  -4.05411
H  -2.06024  4.62877  -3.26901
H  -2.41990  4.79246  -5.95840
H  -0.22303  4.19902  -5.06114
H  -0.67797  3.12177  -6.39132
H  -0.89659  2.02940  -2.88347
H  0.91433  1.65425  -4.36863
H  -2.02221  0.31645  -6.47540
H  -2.42132  -0.46072  -4.33425
O  1.78866  2.18932  -0.46346
P  1.95136  1.22502  0.65970
N  3.61881  1.40117  1.03770
C  4.41727  0.41585  1.74135
C  4.00999  2.76032  1.41505
N  1.66149  -0.24302  -0.18041
C  2.47049  -1.43597  -0.01578
C  1.25234  -0.12563  -1.57533
N  1.46429  0.52435  2.16680
C  0.10731  -0.07946  2.13264
C  1.42397  1.51372  3.27605
H  4.17055  0.31550  2.80837
H  5.46946  0.70283  1.68152
H  4.35460  -0.56572  1.28618
H  3.61146  3.07395  2.38832
H  3.65944  3.47493  0.67062
H  5.09629  2.84422  1.46327
H  3.45549  -1.33748  -0.48910
H  1.96854  -2.29088  -0.47708
H  2.59430  -1.70083  1.03468
H  2.09666  0.11376  -2.23267
H  0.49449  0.64119  -1.69475
H  0.80442  -1.06132  -1.91999
H  -0.66149  0.64585  1.84921
H  -0.13258  -0.47117  3.12224
H  0.05441  -0.91636  1.44518
H  0.82723  2.39474  3.02597
H  2.42203  1.84157  3.55906
H  1.00305  1.06065  4.17158
O  -3.37684  -3.47116  -5.45817
P  -2.76437  -4.68140  -6.07250
N  -2.43339  -4.14187  -7.66729
C  -2.24996  -4.99697  -8.82285
C  -1.53887  -2.98375  -7.71266
N  -4.12620  -5.72887  -6.04622
C  -4.51136  -6.56492  -7.16718
C  -5.32424  -5.23118  -5.37972
N  -1.66554  -6.02217  -6.06375
C  -1.87836  -6.96872  -4.93879
C  -0.24474  -5.59933  -5.95495
H  -1.31354  -5.57430  -8.81233
H  -2.23417  -4.37827  -9.72275
H  -3.07205  -5.69071  -8.95804
H  -0.51250  -3.22103  -7.41306
H  -1.89345  -2.21136  -7.03729
H  -1.49652  -2.55410  -8.71516
H  -4.94902  -5.98266  -7.98797
H  -5.26024  -7.29471  -6.84646
H  -3.67291  -7.15209  -7.54250
H  -5.86869  -4.50318  -5.99321
H  -5.08147  -4.76473  -4.42997
H  -5.99348  -6.06690  -5.15858
H  -1.79423  -6.47871  -3.96419
H  -1.13168  -7.76204  -4.99447
H  -2.84849  -7.44984  -4.99474
H  -0.07076  -4.92882  -5.10965
H  0.08938  -5.10449  -6.86507
H  0.39261  -6.47434  -5.83673
O  2.08490  3.15197  6.15327
P  1.45117  3.13252  7.50014
N  1.78880  4.71865  8.06996
C  1.79659  5.11718  9.46530
C  1.25573  5.78699  7.22335
N  2.46658  1.98770  8.27533
C  2.99871  2.16319  9.61420
C  3.46753  1.32907  7.44126
N  0.13875  2.78700  8.57793
C  -0.23789  1.34993  8.62693
C  -1.11000  3.50533  8.21590
H  0.80059  5.14775  9.93033
H  2.21817  6.12131  9.54505
H  2.43239  4.48372  10.07140
H  0.16043  5.85878  7.24973
H  1.54907  5.62989  6.18563
H  1.65452  6.75328  7.53299
H  3.79307  2.91882  9.64847
H  3.42536  1.22153  9.96989
H  2.21860  2.41944  10.33108
H  4.32499  1.97910  7.23054
H  3.04240  1.00552  6.49572
H  3.83016  0.43049  7.94620
H  -0.52076  0.96246  7.64363
H  -1.08266  1.22598  9.30545
H  0.56648  0.73584  9.01586
H  -1.39602  3.34839  7.17238
H  -1.01457  4.57533  8.39483
H  -1.92816  3.16703  8.84922

Results of the Löwdin charge analysis, in e, for atoms 1 through 2: -0.150 -0.802

***

(3)
ORCA calculation (ωB97M-V/def2-TZVPD) on an isolated molecule of C14H15NO5.

Energy above the lowest of the compared OMol25 structures with the same formula, charge and spin ... 0.0 kcal per mole
SMILES ... CCOC(=O)c1c(C)oc2ccc(OCC(N)=O)cc12
E ... -26489.7959 eV
Orbital gap ... 9.272 eV
Multiplicity ... 1

Atoms and positions in Å:
C  3.06998  3.64588  1.79749
C  2.06610  2.78785  2.55472
H  2.51803  2.40162  3.47449
H  1.16361  3.35522  2.79279
O  1.61674  1.69041  1.76319
C  2.39398  0.59760  1.74753
O  3.41773  0.49908  2.38641
C  1.84608  -0.44646  0.88434
C  2.39294  -1.69251  0.68652
O  1.65554  -2.42926  -0.16823
C  0.59846  -1.66395  -0.55220
C  -0.42034  -2.00782  -1.41962
C  -1.39933  -1.06339  -1.66735
C  -1.35224  0.19800  -1.06250
C  -0.32851  0.53707  -0.18636
C  0.65642  -0.40351  0.07288
H  -0.31132  1.51153  0.27007
O  -2.29373  1.17574  -1.26332
C  -3.28639  0.96750  -2.24045
C  -4.35176  -0.06148  -1.84024
O  -4.99362  -0.68130  -2.65588
N  -4.51112  -0.17416  -0.50846
H  -3.93727  0.35899  0.12233
H  -5.18548  -0.82289  -0.14023
H  -3.78501  1.93548  -2.35575
H  -2.85832  0.68398  -3.20858
H  -2.20752  -1.32165  -2.33225
H  -0.45282  -2.97893  -1.88557
C  3.61385  -2.30952  1.25263
H  4.28697  -2.60750  0.44988
H  3.35247  -3.20402  1.81672
H  4.10807  -1.59540  1.90346
H  3.96523  3.06655  1.58560
H  3.34222  4.50735  2.40054
H  2.64005  3.98821  0.85912

Results of the Löwdin charge analysis, in e, for atoms 1 through 2: -0.060 -0.213